Entry 1:
Formula: C23H25N3O4
Source: the Open Molecules 2025 dataset
Level of theory: ωB97M-V/def2-TZVPD

Calculated values
SMILES = C=CCNC(=O)[C@@H]1CC(=O)N(c2ccc(OCC(=O)Nc3ccc(C)cc3)cc2)C1
Gap between HOMO and LUMO = 8.73 eV
Energy above the lowest of the compared OMol25 structures with the same formula, charge and spin = 38.28 kcal/mol

ORCA input file:
```
! RIJCOSX wB97M-V def2-TZVPD def2/J DEFGRID3
* xyz 0 1
O -4.368 2.406 -1.390
O 1.887 3.883 -0.781
O 3.851 2.228 1.667
O -4.069 -1.665 -1.095
N -3.043 1.524 0.270
N 3.156 1.557 -0.410
N -2.977 -2.317 0.764
C -0.183 -1.962 0.131
C -0.289 3.292 -1.434
C -5.176 0.604 0.032
C -3.203 0.596 1.371
C -0.876 2.266 1.057
C 3.983 -1.896 0.625
C 3.365 2.454 0.581
C -4.339 -0.324 0.906
C 0.674 3.341 -0.427
C 3.605 -2.613 -0.504
C 3.091 -1.912 -1.588
C -1.826 2.180 0.044
C -4.179 1.628 -0.488
C -0.765 -3.144 0.052
C 2.954 -0.538 -1.543
C 0.366 2.832 0.826
C 3.762 -4.103 -0.554
C 2.919 3.869 0.177
C -1.519 2.717 -1.207
C 3.333 0.169 -0.405
C -2.244 -3.396 0.143
C -3.787 -1.490 0.068
C 3.854 -0.522 0.684
H -0.172 -4.034 -0.102
H -5.628 0.079 -0.809
H 4.794 -4.361 -0.794
H 2.750 1.929 -1.261
H 0.883 -1.847 0.051
H -2.658 -3.511 -0.865
H -4.897 -0.738 1.749
H 3.118 -4.536 -1.315
H -0.746 -1.051 0.257
H -5.959 1.114 0.594
H -2.269 0.062 1.558
H 4.385 -2.424 1.478
H -0.046 3.704 -2.401
H -3.490 1.132 2.286
H -1.088 1.895 2.047
H 2.787 -2.446 -2.476
H 3.764 4.377 -0.299
H 2.542 -0.008 -2.390
H -2.249 2.680 -1.997
H 3.523 -4.548 0.410
H 2.650 4.427 1.082
H -2.756 -2.115 1.726
H 4.151 0.020 1.567
H 1.078 2.858 1.635
H -2.426 -4.324 0.697
*
```



Entry 2:
Formula: C23H25N5O3S2
Source: the Open Molecules 2025 dataset
Level of theory: ωB97M-V/def2-TZVPD

Calculated values
SMILES = CCN(CC)S(=O)(=O)c1cccc(-c2nnc(SCc3ncc(-c4ccccc4)o3)n2C)c1
Gap between HOMO and LUMO = 8.50 eV
Energy above the lowest of the compared OMol25 structures with the same formula, charge and spin = 44.07 kcal/mol

ORCA input file:
```
! RIJCOSX wB97M-V def2-TZVPD def2/J DEFGRID3
* xyz 0 1
S 4.210 -1.193 -0.610
S -4.564 -2.870 -0.864
O 4.222 -1.750 -1.930
O -3.790 0.552 -0.863
O 5.377 -1.334 0.211
N -2.327 -1.510 -1.608
N -1.978 -2.940 0.028
N -5.394 0.110 0.585
N -1.054 -1.403 -1.233
N 3.878 0.424 -0.744
C 2.940 0.824 -1.770
C -5.256 -1.279 -1.478
C 2.815 -1.885 0.292
C -0.368 2.966 -0.728
C 2.980 -2.278 1.608
C -2.480 2.288 0.201
C -0.825 -2.248 -0.256
C -1.458 2.117 -0.734
C -2.385 3.311 1.145
C 1.583 -1.927 -0.319
C -0.278 3.981 0.211
C 0.462 -2.336 0.407
C -1.286 4.148 1.148
C 3.298 2.179 -2.373
C -2.883 -2.420 -0.854
C 2.692 1.387 1.246
C -3.616 1.390 0.188
C -4.623 1.115 1.081
C 3.993 1.206 0.463
C 1.875 -2.701 2.328
C 0.620 -2.713 1.741
C -4.864 -0.190 -0.565
C -2.217 -4.025 0.937
H 2.662 2.370 -3.234
H 0.575 4.644 0.214
H 2.902 1.922 2.169
H -2.505 -3.649 1.922
H -4.840 1.553 2.033
H -3.176 3.448 1.866
H 0.412 2.838 -1.463
H 1.912 0.842 -1.383
H -4.853 -1.110 -2.474
H 4.335 2.178 -2.697
H 3.012 0.055 -2.539
H 3.157 2.981 -1.653
H 4.731 0.683 1.073
H -3.033 -4.633 0.548
H 2.251 0.425 1.497
H -0.234 -2.989 2.338
H -1.319 -4.637 1.024
H 1.985 -3.005 3.358
H 1.472 -1.641 -1.352
H -6.333 -1.428 -1.487
H 3.966 -2.237 2.042
H -1.523 1.311 -1.450
H 4.402 2.187 0.203
H 1.965 1.961 0.678
H -1.217 4.939 1.880
*
```



Entry 3:
Formula: C23H25ORh
Source: the Open Molecules 2025 dataset
Level of theory: ωB97M-V/def2-TZVPD

Calculated values
Gap between HOMO and LUMO (spin up / spin down) = 2.39 / 4.65 eV
Expectation value of S² = 6.07

ORCA input file:
```
! RIJCOSX wB97M-V def2-TZVPD def2/J DEFGRID3
* xyz -2 5
Rh 0.300 0.572 -0.423
O -1.176 -0.028 -1.874
C -0.598 -1.018 6.378
C -0.107 0.197 2.928
C 2.126 0.450 -1.295
C -0.112 0.081 7.118
C -0.161 1.435 -5.417
C 2.244 0.679 0.124
C -0.685 -1.832 1.578
C -0.106 -2.333 -0.644
C -0.309 -1.063 -4.977
C -1.186 -2.114 0.199
C -0.828 0.292 -4.780
C -0.272 -0.424 1.791
C 0.530 1.156 6.470
C -0.483 -1.029 5.003
C -2.065 0.507 -4.016
C 1.368 1.523 -1.858
C 0.568 1.200 5.080
C 1.119 -2.232 0.126
C 1.004 2.409 -0.775
C -1.836 0.968 -2.534
C 0.793 -2.031 1.469
C 1.555 1.881 0.436
C 0.002 0.140 4.311
H -2.684 1.281 -4.505
H -0.215 0.085 8.210
H 0.994 1.945 7.058
H -2.227 -2.032 -0.063
H 1.421 2.246 1.463
H -0.272 2.366 -4.843
H 0.773 -1.049 -5.177
H 2.127 -2.316 -0.268
H -2.634 -0.439 -3.972
H -2.834 1.077 -2.047
H 2.782 0.057 0.810
H 1.415 -2.113 2.359
H -0.494 -1.694 -4.095
H 0.346 3.271 -0.842
H -0.783 -1.555 -5.845
H 0.912 1.241 -5.555
H -1.072 -1.860 6.905
H 1.146 1.620 -2.919
H -0.778 -1.900 4.425
H -1.320 1.968 -2.537
H 1.034 2.032 4.549
H -1.188 -2.294 2.422
H 2.556 -0.386 -1.820
H -0.126 -2.572 -1.709
H -0.562 1.637 -6.425
*
```



Entry 4:
Formula: C23H26BrGe2IO6PdS
Source: the Open Molecules 2025 dataset
Level of theory: ωB97M-V/def2-TZVPD

Calculated values
Gap between HOMO and LUMO (spin up / spin down) = 5.40 / 4.83 eV
Expectation value of S² = 0.90

ORCA input file:
```
! RIJCOSX wB97M-V def2-TZVPD def2/J DEFGRID3
* xyz 1 2
I 0.310 -2.455 -1.556
Pd 1.459 -0.977 0.560
Br -1.053 -0.787 -4.274
Ge -0.976 -0.296 1.085
Ge 0.293 2.497 0.347
S 0.133 -2.422 2.275
O 4.045 -0.401 1.203
O -0.318 -3.178 3.374
O -1.037 -2.202 1.288
O 0.511 -1.007 2.636
O 1.240 -2.976 1.507
O 3.944 -0.939 -1.006
C 1.130 1.714 -1.324
C -4.926 -1.114 -0.717
C 3.239 -2.470 -4.858
C -3.923 -1.024 0.245
C 2.564 -1.908 -5.929
C 3.451 -0.662 0.065
C -2.771 0.589 -1.139
C 1.321 -2.136 -3.458
C -3.050 -0.338 4.825
C 0.272 4.517 0.081
C -1.953 0.324 2.825
C -4.840 -0.369 -1.879
C -2.350 1.941 4.525
C -1.842 1.623 3.270
C -3.770 0.480 -2.096
C -2.533 -0.669 3.580
C 5.493 -0.431 1.315
C -2.864 -0.191 -0.010
C 1.278 -1.425 -5.760
C 1.728 2.122 1.725
C 0.665 -1.524 -4.522
C 2.619 -2.597 -3.626
C -2.966 0.964 5.287
H 1.687 1.098 2.115
H -3.974 -1.619 1.145
H 3.141 -3.051 -2.797
H -5.610 -0.463 -2.630
H 4.248 -2.826 -4.983
H 1.628 2.808 2.562
H 5.935 -0.768 0.377
H -2.235 2.948 4.900
H -2.531 -1.697 3.245
H 5.822 0.582 1.548
H -3.369 1.220 6.255
H -0.373 4.777 -0.750
H 2.692 2.290 1.247
H -1.931 1.249 -1.300
H -5.762 -1.774 -0.543
H 2.071 2.232 -1.503
H 0.747 -0.976 -6.584
H 0.518 1.790 -2.218
H 3.035 -1.846 -6.899
H -0.108 5.002 0.973
H 1.356 0.650 -1.132
H 1.275 4.875 -0.120
H -3.492 -1.115 5.428
H 5.750 -1.105 2.132
H -3.680 1.056 -3.003
H -1.365 2.389 2.669
*
```



Calculated DFT total energy (hartree), listed in the same order as above: -1356.71782 -2187.30739 -1076.79944 -8894.63657